Entry from the Open Molecules 2025 dataset: a molecular structure, C19H33ClF5N2O13S2Y (the ωB97M-V functional and the def2-TZVPD basis).

Each line ends with the Mulliken charge.
Atoms and positions in Å:
Y: 0.0200 -0.5171 -0.3165  1.72
C: 2.7295 1.7420 0.5169  -0.20
O: 3.6769 0.9633 1.2429  -0.53
O: 1.5539 1.0909 0.4603  0.41
C: 2.7696 3.2357 1.0113  0.60
F: 1.9850 3.9185 0.1288  -0.29
F: 2.2405 3.4806 2.2361  -0.24
F: 3.9800 3.7740 0.9744  -0.30
C: 3.3442 0.4931 2.5295  0.45
C: 4.5758 -0.2960 2.9718  -1.49
H: 4.6820 -1.2115 2.3968  0.26
H: 5.4929 0.2879 2.8655  0.36
H: 4.5353 -0.4656 4.0529  0.40
H: 2.5433 -0.2521 2.4711  -0.21
H: 3.1001 1.3670 3.1439  0.36
H: 3.2456 1.7735 -0.4486  0.11
Cl: -2.3275 -1.2323 -1.5141  -0.61
N: 1.2319 -2.0175 -1.4519  0.17
S: 1.6942 -2.5372 -2.9197  0.90
O: 1.6684 -3.9330 -3.1870  -0.59
O: 2.6250 -1.6557 -3.5793  -0.58
F: 0.3375 -2.0651 -3.6778  -0.32
S: 2.6610 -2.6892 -0.7751  0.79
O: 3.9228 -2.1228 -1.1527  -0.54
O: 2.5384 -4.0020 -0.2151  -0.54
F: 2.3008 -1.8581 0.5766  -0.32
O: 0.1799 0.7220 -2.3193  -0.40
C: -0.1476 1.6602 -3.0290  0.64
O: -0.5990 1.6201 -4.2511  -0.35
C: -0.7187 0.3010 -4.8538  -0.01
C: 0.5858 -0.0178 -5.5634  -1.07
C: 0.2559 3.0545 -2.5914  -0.65
H: -1.4956 0.4345 -5.6039  0.32
H: -1.0464 -0.4980 -4.1956  0.11
H: 1.4235 -0.1697 -4.8774  0.22
H: 0.8319 0.7654 -6.2824  0.34
H: 0.7010 -0.9509 -6.1214  0.38
H: 1.0206 3.4041 -3.2913  0.42
H: 0.8680 3.0098 -1.6906  -0.30
H: -0.5808 3.7396 -2.4884  0.36
O: -1.5451 1.3817 -0.0371  0.23
C: -2.0715 2.3918 0.4040  0.43
O: -3.3258 2.3824 0.7852  -0.35
C: -4.1406 1.2425 0.6018  0.18
C: -5.5226 1.4143 1.2183  -1.44
C: -1.3205 3.6499 0.6589  -0.39
H: -3.6695 0.3480 1.0108  0.13
H: -4.2778 1.0601 -0.4664  0.32
H: -6.0017 2.3503 0.9197  0.33
H: -5.3742 1.5901 2.2900  0.30
H: -6.2138 0.5931 1.0656  0.39
H: -0.7443 3.4931 1.5736  -0.28
H: -2.0637 4.4088 0.9124  0.37
H: -0.6624 3.9556 -0.1424  0.17
C: -0.4356 -5.5414 -1.3592  -0.52
C: -1.4436 -5.7567 -0.2116  -0.65
C: -0.9315 -5.1190 1.1081  -0.74
C: -0.6973 -3.6792 1.0064  0.18
N: -0.5210 -2.5533 1.0349  0.01
H: -0.9907 -5.9161 -2.2198  0.36
H: 0.5157 -6.0505 -1.2248  0.32
H: -0.2119 -4.4865 -1.4841  -0.20
H: -1.6941 -6.8104 -0.1093  0.38
H: -2.3802 -5.2230 -0.3839  0.30
H: -0.0772 -5.6486 1.5290  0.32
H: -1.7428 -5.2926 1.8216  0.32
C: -1.9575 2.2485 4.1495  -0.22
C: -0.4625 2.5922 4.2389  -0.46
O: 0.1620 1.4351 3.6688  -0.19
C: -0.7498 0.7202 3.0237  0.25
O: -0.5003 -0.1830 2.2830  -0.44
O: -1.9981 1.0582 3.4116  -0.32
H: -2.5129 3.0182 3.6041  0.20
H: -2.4272 2.2505 5.1345  0.36
H: -0.1719 2.7961 5.2676  0.39
H: -0.2438 3.5334 3.7345  0.22

As for the HOMO energy: -8.984 eV. As for the HOMO-LUMO gap: 0.3141 Ha. For the calculated total energy, the calculation gives -98663.2657 eV. The value obtained for the LUMO energy is -0.0161 hartree. For the max |F|, the calculation gives 7.58 eV/A.